ORCA calculation (ωB97M-V/def2-TZVPD) on 2 unconnected molecules or ions with the total composition C3H9NO2 in a non-equilibrium geometry.

Output
E_HOMO (eV): -9.31
Energy relative to the best compared isomer or geometry (same formula, charge and spin) (eV): 2.218
SMILES: CC(=O)O.CN

XYZ file:
```
15
C3H9NO2 ωB97M-V/def2-TZVPD
C 2.97 -0.59 -0.62
C 1.40 -0.97 -0.79
O 0.83 -0.70 -1.77
O 0.81 -1.52 0.28
H 3.52 -0.79 0.37
H 3.09 0.51 -0.83
H 3.55 -1.00 -1.48
H -0.03 -1.48 0.50
C -2.46 1.47 0.94
N -1.77 0.34 0.23
H -1.83 2.21 1.25
H -3.03 0.99 1.83
H -3.24 1.75 0.32
H -1.97 -0.54 0.62
H -1.86 0.32 -0.84
```

ORCA calculation (ωB97M-V/def2-TZVPD) on a molecular structure, C4H12NO2 in a non-equilibrium geometry.

Output
E_HOMO (alpha / beta) (eV): -9.14 / -9.15
Energy relative to the best compared isomer or geometry (same formula, charge and spin) (eV): 4.248
2S+1: 2

XYZ file:
```
19
C4H12NO2 ωB97M-V/def2-TZVPD
C -1.20 -0.41 2.89
N -0.27 -1.02 1.94
C 0.11 -0.16 1.05
C 0.90 -0.59 -0.18
C 1.59 0.62 -0.80
O 0.72 1.35 -1.59
H -0.74 -0.11 3.83
H -1.61 0.55 2.54
H -2.13 -0.98 2.97
H -1.11 0.35 0.64
H -1.67 0.59 0.06
H 0.64 0.72 1.47
H 0.22 -1.01 -0.93
H 1.58 -1.41 0.08
H 2.43 0.44 -1.49
H 2.01 1.24 0.00
H -0.54 0.68 -2.44
H -1.39 -0.59 -2.33
O -1.00 0.00 -2.98
```

ORCA calculation (ωB97M-V/def2-TZVPD) on a gas-phase ion, C3H4N3O (charge -1) in a non-equilibrium geometry.

Output
E_HOMO (eV): -2.27
Energy relative to the best compared isomer or geometry (same formula, charge and spin) (eV): 3.992
Charge: -1

XYZ file:
```
11
C3H4N3O ωB97M-V/def2-TZVPD
C -1.07 -0.46 0.37
C 0.16 -0.84 0.21
C -0.35 1.44 -1.25
N 0.63 0.68 -1.58
N 0.94 -0.32 -0.84
N -0.65 2.68 -1.34
O -1.81 3.25 -1.40
H -1.61 -0.86 1.21
H 0.79 -1.55 0.67
H 1.47 -1.11 -1.46
H 0.11 3.37 -1.06
```

ORCA calculation (ωB97M-V/def2-TZVPD) on a molecular structure, C12H9AsCrN2O6STe.

Output
E_HOMO (alpha / beta) (eV): -1.81 / -1.63
Charge: -2
2S+1: 5

XYZ file:
```
33
C12H9AsCrN2O6STe ωB97M-V/def2-TZVPD
Cr 0.21 1.38 -1.15
O -2.00 -0.67 -3.97
As -1.88 -0.68 -2.20
O -3.19 -1.53 -1.70
O -1.70 0.93 -1.68
C -0.16 -1.43 -1.88
C 0.07 -2.80 -2.01
C 1.35 -3.29 -1.79
C 2.37 -2.40 -1.45
C 2.12 -1.04 -1.32
C 0.83 -0.52 -1.51
S 2.33 1.67 0.92
O 1.25 2.66 1.73
O 3.62 2.26 1.26
O 1.98 2.07 -0.55
H -2.92 -0.93 -4.12
H -0.74 -3.47 -2.27
H 1.56 -4.35 -1.87
H 3.37 -2.77 -1.29
H 2.93 -0.38 -1.05
Te 0.29 2.16 -3.66
N -2.15 1.11 5.84
C -1.73 1.11 4.77
C -1.18 1.11 3.42
C -0.84 2.28 2.86
C -0.17 2.30 1.53
N -0.32 1.07 0.78
C -0.67 -0.05 1.41
C -1.07 -0.13 2.72
H -0.96 3.22 3.38
H -0.55 3.14 0.92
H -0.66 -0.95 0.80
H -1.37 -1.07 3.16
```

ORCA calculation (ωB97M-V/def2-TZVPD) on a molecular structure, C46H47BLuN10O8PS2Se in a non-equilibrium geometry.

Output
E_HOMO (eV): -7.35

XYZ file:
```
117
C46H47BLuN10O8PS2Se ωB97M-V/def2-TZVPD
Lu -0.17 -0.19 0.16
O 3.70 1.82 -0.45
C 2.76 0.89 -0.31
O 1.56 1.16 -0.45
C 3.21 -0.51 -0.45
C 4.52 -0.91 -0.72
C 4.76 -2.26 -0.90
C 3.70 -3.15 -0.91
C 2.42 -2.65 -0.68
N 2.19 -1.37 -0.43
C 1.16 -3.45 -0.73
O 1.17 -4.61 -1.38
O 0.16 -3.05 -0.20
H 3.27 2.69 -0.41
H 5.31 -0.18 -0.75
H 5.77 -2.61 -1.05
H 3.87 -4.21 -1.06
H 1.99 -4.74 -1.87
B -0.04 3.46 0.93
N -0.59 2.59 2.09
C -1.09 3.06 3.23
C -1.29 1.99 4.10
C -0.86 0.89 3.37
N -0.44 1.25 2.16
N -0.72 3.00 -0.40
C -0.85 3.75 -1.49
C -1.58 3.05 -2.43
C -1.85 1.84 -1.81
N -1.32 1.81 -0.58
H -0.35 4.60 1.13
H 1.15 3.31 0.87
H -1.28 4.11 3.37
H -1.67 2.02 5.10
H -0.82 -0.14 3.68
H -0.43 4.74 -1.53
H -1.86 3.36 -3.42
H -2.44 1.01 -2.17
Se -3.88 -6.71 2.81
N -2.27 -6.09 3.13
C -2.24 -4.84 2.74
C -1.06 -4.00 2.79
C 0.16 -4.46 3.30
C 1.24 -3.61 3.27
C 1.10 -2.36 2.68
N -0.05 -1.91 2.19
C -1.13 -2.70 2.27
C -2.41 -2.14 1.83
N -2.44 -0.84 1.51
C -3.59 -0.31 1.13
C -4.77 -1.04 1.00
C -4.76 -2.37 1.33
C -3.56 -2.95 1.77
C -3.47 -4.33 2.19
N -4.46 -5.18 2.15
H 0.21 -5.45 3.72
H 2.20 -3.91 3.68
H 1.94 -1.68 2.63
H -3.57 0.75 0.92
H -5.67 -0.56 0.64
H -5.64 -2.99 1.24
C -4.68 3.30 -6.27
C -3.32 2.66 -6.29
C -2.33 3.18 -7.12
C -1.05 2.64 -7.12
C -0.77 1.57 -6.29
C -1.75 1.03 -5.46
N -1.35 -0.03 -4.61
C -2.02 -1.21 -4.41
C -2.78 -1.78 -5.44
C -3.45 -2.97 -5.25
C -3.41 -3.62 -4.02
C -2.66 -3.07 -2.99
C -1.94 -1.89 -3.18
C -1.24 -1.28 -2.03
O -0.11 -0.73 -2.17
O -1.81 -1.30 -0.90
C -3.04 1.58 -5.45
C -4.13 1.07 -4.55
H -4.76 4.06 -7.04
H -4.87 3.78 -5.30
H -5.47 2.56 -6.43
H -2.55 4.03 -7.75
H -0.29 3.05 -7.76
H 0.22 1.13 -6.28
H -0.64 0.19 -3.92
H -2.82 -1.28 -6.40
H -4.02 -3.41 -6.06
H -3.96 -4.54 -3.86
H -2.60 -3.55 -2.02
H -4.93 0.61 -5.13
H -4.56 1.89 -3.98
H -3.77 0.32 -3.84
C 5.31 -1.23 4.37
C 4.76 -0.01 5.09
C 3.35 -0.24 5.60
O 4.79 1.20 4.30
P 4.67 1.36 2.69
S 6.30 0.88 1.74
S 2.94 0.39 2.12
O 4.46 2.92 2.57
C 3.66 3.85 3.35
C 4.56 4.47 4.41
C 2.41 3.24 3.95
H 5.34 -2.08 5.06
H 6.31 -1.03 3.99
H 4.67 -1.49 3.52
H 5.42 0.23 5.93
H 2.67 -0.36 4.76
H 3.01 0.60 6.21
H 3.32 -1.15 6.21
H 3.37 4.61 2.62
H 4.85 3.72 5.14
H 4.04 5.28 4.92
H 5.46 4.87 3.94
H 2.66 2.54 4.75
H 1.85 2.71 3.19
H 1.77 4.03 4.35
```

ORCA calculation (ωB97M-V/def2-TZVPD) on 8 unconnected molecules or ions with the total composition C14H10BrCl28F4OS in a non-equilibrium geometry.

Output
E_HOMO (eV): -12.71
Energy relative to the best compared isomer or geometry (same formula, charge and spin) (eV): 0.000
Charge: +1

XYZ file:
```
59
C14H10BrCl28F4OS ωB97M-V/def2-TZVPD
C 0.26 0.39 0.80
C 0.24 1.47 -0.25
C -1.14 2.03 -0.67
Br -1.39 2.01 -2.57
S -2.51 1.23 0.21
C -3.14 -0.14 -0.76
C -3.48 -1.23 0.24
O -2.67 -1.81 0.77
C -3.88 2.47 0.37
F -4.92 2.04 -0.17
F -3.55 3.55 -0.15
C -4.12 2.64 1.86
F -4.90 3.58 2.08
F -4.59 1.50 2.29
H -0.15 0.69 1.74
H 1.29 0.18 0.99
H -0.22 -0.50 0.46
H 0.81 2.31 0.10
H 0.65 1.05 -1.12
H -1.18 3.05 -0.37
H -4.00 0.14 -1.33
H -2.34 -0.46 -1.40
H -4.53 -1.42 0.47
H -3.17 2.78 2.34
C 1.92 -0.28 -3.49
Cl 0.78 0.02 -4.79
Cl 1.06 -0.99 -2.11
Cl 3.18 -1.40 -4.00
Cl 2.66 1.24 -2.99
C 3.25 -3.42 0.79
Cl 3.55 -2.98 -0.89
Cl 1.95 -2.42 1.47
Cl 2.76 -5.11 0.87
Cl 4.71 -3.18 1.74
C -1.78 5.96 2.29
Cl -3.01 6.20 1.04
Cl -2.52 5.31 3.75
Cl -0.55 4.81 1.70
Cl -1.00 7.49 2.66
C 2.76 -6.40 -3.69
Cl 3.01 -4.65 -3.69
Cl 1.04 -6.74 -3.50
Cl 3.33 -7.07 -5.22
Cl 3.66 -7.12 -2.36
C 1.85 2.97 -8.06
Cl 1.31 4.64 -7.86
Cl 3.32 2.93 -9.02
Cl 2.16 2.26 -6.47
Cl 0.59 2.04 -8.87
C -1.59 -2.26 5.03
Cl -0.29 -2.62 3.88
Cl -0.94 -2.28 6.67
Cl -2.26 -0.65 4.69
Cl -2.86 -3.46 4.88
C 4.12 -2.08 5.93
Cl 5.15 -0.88 5.15
Cl 2.60 -2.21 5.03
Cl 4.93 -3.64 5.93
Cl 3.78 -1.58 7.59
```

Number 1: molar mass 91.11 g mol⁻¹. Number 2: molar mass 106.14 g mol⁻¹. Number 3: molar mass 98.08 g mol⁻¹. Number 4: molar mass 563.80 g mol⁻¹. Number 5: molar mass 1227.79 g mol⁻¹. Number 6: molar mass 1374.88 g mol⁻¹.